Record 1
A single C6H8O3 molecule, computed with wB97M-V/def2-TZVPD.

Last column: Mulliken charge in e.
CARTESIAN COORDINATES (ANGSTROEM)
1 C -0.0797 -0.6268 2.2510  -0.9626
2 C 0.6554 0.5512 1.5633  -0.1425
3 C -0.1284 0.5078 -0.4622  0.7535
4 C 0.7860 0.9014 -1.4922  -0.1655
5 C 0.5799 0.1886 -2.6598  -0.6827
6 C -0.8836 -0.3414 -1.1068  -0.0109
7 H -0.4292 -1.5285 1.6252  0.2102
8 H 0.3045 -1.0331 3.2941  0.3164
9 H -0.9933 -0.1070 2.5506  0.2898
10 H 0.9892 1.3121 2.3221  0.2654
11 H 1.6061 0.2275 0.7680  0.3135
12 H 1.5983 1.5461 -1.1409  0.4316
13 H 1.1399 0.2033 -3.6224  0.3880
14 H -2.5072 -1.1548 -1.4690  0.3525
15 O -0.2932 1.1851 0.7011  -0.4737
16 O -0.4800 -0.6861 -2.3758  -0.3809
17 O -1.8647 -1.1454 -0.7464  -0.5019

Atoms 1-3, force components in eV/Å:
-0.342 -1.090 1.547
2.546 -0.997 -0.555
-0.163 2.076 -2.092

Frontier orbital gap   9.181 eV
E_LUMO   0.798 eV
SMILES string   CCOc1ccoc1O
F_max   3.80 eV/A
Energy above the lowest of the compared OMol25 structures with the same formula, charge and spin   74.0 kcal per mole



Record 2
A single C6H8O4 molecule, computed with wB97M-V/def2-TZVPD.

Last column: Mulliken charge in e.
CARTESIAN COORDINATES (ANGSTROEM)
1 C -1.6639 -0.4836 -0.3126  -0.5201
2 C -0.9444 -0.7670 0.7605  0.1525
3 C 0.5763 -2.0218 2.0452  -0.0803
4 C -1.3271 0.7037 -1.1661  -0.4815
5 C -0.2841 1.6418 -0.6279  -0.8112
6 C 1.1371 1.0285 -0.6568  0.6591
7 O 1.1791 -2.5603 0.9458  -0.4558
8 O 1.9514 1.9446 -0.1142  -0.4680
9 O 1.5964 -0.0950 -0.8527  -0.6497
10 O -0.5504 -1.3068 1.7830  -0.3070
11 H -2.5325 -1.0428 -0.7024  0.3556
12 H 0.4693 -2.6911 2.8160  0.3528
13 H -0.8410 0.2657 -1.9697  0.2634
14 H -2.1889 1.2345 -1.4466  0.4531
15 H -0.1885 2.4263 -1.2912  0.4408
16 H -0.2647 2.0802 0.3633  0.3848
17 H 2.7529 1.5573 0.2224  0.3380
18 H 1.1231 -1.9145 0.2042  0.3736

Atoms 1-3, force components in eV/Å:
-0.066 -0.478 1.435
-1.045 2.296 -4.067
0.724 1.045 -2.730

Frontier orbital gap (alpha / beta)   7.487 / 8.089 eV
E_LUMO (alpha / beta)   0.476 / 0.518 eV
F_max   4.79 eV/A
Energy above the lowest of the compared OMol25 structures with the same formula, charge and spin   132.4 kcal per mole



Record 3
A molecular structure, C6H8O5Sr, computed with wB97M-V/def2-TZVPD.

Last column: Mulliken charge in e.
CARTESIAN COORDINATES (ANGSTROEM)
1 Sr 2.4656 -1.1781 3.1278  0.9645
2 O 2.0352 0.4308 1.3218  -0.7443
3 O 0.1800 1.6591 1.0868  -0.3799
4 C -0.3158 2.5380 0.0751  -0.3340
5 C 0.8211 2.5491 -0.9462  -0.3144
6 O 1.5542 1.3591 -0.6436  -0.3749
7 C 1.1211 0.8292 0.5343  0.7914
8 H -1.2480 2.1296 -0.3371  0.2273
9 H -0.5008 3.5131 0.5353  0.3143
10 H 1.4901 3.4091 -0.8222  0.2999
11 H 0.4638 2.4718 -1.9788  0.2566
12 O 0.1430 -1.7665 0.7868  -0.1350
13 C -0.7670 -2.8202 0.3367  -0.3239
14 C -1.4322 -2.1650 -0.8720  -0.2870
15 O -0.7605 -0.8671 -0.9466  -0.3134
16 C 0.0682 -0.7317 0.0135  0.2164
17 H -0.1449 -3.6891 0.1070  0.2838
18 H -1.4323 -3.0227 1.1800  0.2784
19 H -2.4999 -1.9687 -0.7416  0.2821
20 H -1.2409 -2.6797 -1.8170  0.2921

Atoms 1-3, force components in eV/Å:
-0.076 0.613 -0.585
-0.866 -1.526 0.247
-0.383 -0.423 -0.008

Total charge   +1
Frontier orbital gap (alpha / beta)   5.736 / 10.349 eV
Multiplicity   2
E_LUMO (alpha / beta)   -2.757 / -3.242 eV
F_max   1.91 eV/A
Energy above the lowest of the compared OMol25 structures with the same formula, charge and spin   12.7 kcal per mole



Record 4
2 unconnected molecules or ions with the total composition C6H8O6, computed with wB97M-V/def2-TZVPD.

Last column: Mulliken charge in e.
CARTESIAN COORDINATES (ANGSTROEM)
1 C 1.7336 -0.5175 -0.6205  -0.0340
2 C 2.6039 0.3617 -1.6296  -0.3447
3 O 3.7812 0.4367 -0.9757  -0.2876
4 C 3.8653 -0.4673 -0.0479  0.6473
5 O 4.8734 -0.9466 0.5059  -0.5645
6 O 2.6497 -1.0668 0.2489  -0.3382
7 H 1.1766 -1.2645 -1.1860  0.3708
8 H 1.0293 0.1704 -0.1526  0.0168
9 H 2.1844 1.3652 -1.5576  0.2368
10 H 2.7016 0.1342 -2.6911  0.2800
11 C -1.6367 0.1108 0.8194  -0.0611
12 C -2.9373 -0.7350 1.0949  -0.3076
13 O -4.0641 0.1785 0.7862  -0.3259
14 C -3.4905 1.3605 0.4890  0.6697
15 O -4.0536 2.3080 -0.0079  -0.5504
16 O -2.1788 1.3520 0.5796  -0.3236
17 H -0.9330 -0.4425 0.1974  0.0646
18 H -1.1419 0.3652 1.7567  0.3073
19 H -2.9211 -1.2485 2.0562  0.2872
20 H -3.2418 -1.4544 0.3347  0.2570

Atoms 1-3, force components in eV/Å:
-0.992 0.947 -2.628
-3.533 1.096 0.297
3.024 0.414 0.475

Frontier orbital gap   11.236 eV
E_LUMO   0.254 eV
SMILES string   O=C1OCCO1.O=C1OCCO1
F_max   6.95 eV/A
Energy above the lowest of the compared OMol25 structures with the same formula, charge and spin   44.3 kcal per mole



Record 5
A molecular structure, C6H8OPPd, computed with wB97M-V/def2-TZVPD.

Last column: Mulliken charge in e.
CARTESIAN COORDINATES (ANGSTROEM)
1 C 0.2296 -0.6279 -1.1276  -0.5748
2 C 0.4374 0.5012 -1.8394  -0.0654
3 C -0.1872 1.7377 -1.6227  -0.2513
4 C -1.1618 1.9138 -0.6313  0.0042
5 C -1.4972 0.9711 0.2668  -0.8363
6 Pd 0.2937 0.3008 0.5413  -0.1044
7 P 1.3275 -1.9309 1.1496  -0.1772
8 H 0.5817 -1.6538 -1.4694  0.4696
9 H 1.1120 0.4895 -2.7020  0.3666
10 H 0.0286 2.5645 -2.2450  0.4574
11 H -2.3533 1.0395 0.9722  0.4751
12 H -1.6977 2.8654 -0.6292  0.3609
13 H 2.1497 -1.8421 2.3294  0.1812
14 H 2.2311 -2.5373 0.2066  0.1858
15 H 0.4318 -3.0020 1.4728  0.2113
16 O -1.3683 -0.5072 3.0353  -0.1195
17 C -0.5576 -0.2823 2.2927  0.4168

Atoms 1-3, force components in eV/Å:
0.102 -4.021 -3.671
0.615 0.436 -1.485
-0.465 0.138 -0.061

Total charge   +1
Frontier orbital gap (alpha / beta)   6.528 / 8.144 eV
Multiplicity   5
E_LUMO (alpha / beta)   -4.061 / -6.181 eV
F_max   5.45 eV/A



Record 6
A single C6H8S molecule, computed with wB97M-V/def2-TZVPD.

Last column: Mulliken charge in e.
CARTESIAN COORDINATES (ANGSTROEM)
1 C 2.4745 0.4611 0.1194  -0.7703
2 C 1.1738 0.3182 -0.0492  0.3766
3 C 0.2027 1.4599 0.0888  -0.6232
4 C -1.1368 0.7427 -0.3455  0.0474
5 C -2.4632 0.2585 -0.0436  -0.7339
6 C -1.1958 -0.5582 0.4080  -0.2999
7 H 3.0374 1.4698 -0.1819  0.1976
8 H 3.2819 -0.2884 0.0178  0.3018
9 H 0.1514 1.9991 1.0531  0.2780
10 H 0.5070 2.1362 -0.6528  0.3407
11 H -0.9530 0.2836 -1.2523  0.3105
12 H -3.0967 0.6318 0.6912  0.2744
13 H -3.1750 -0.1628 -0.7818  0.1865
14 H -1.2380 -0.4354 1.4809  0.2570
15 S 0.4471 -1.3579 -0.0901  -0.1431

Atoms 1-3, force components in eV/Å:
3.398 2.084 -2.420
0.329 -1.232 1.781
-2.418 -0.537 -0.283

Frontier orbital gap   9.339 eV
E_LUMO   0.931 eV
SMILES string   C=C1C[C@@H]2C[C@H]2S1
F_max   4.66 eV/A
Energy above the lowest of the compared OMol25 structures with the same formula, charge and spin   97.0 kcal per mole



Repeat the sixth record exactly.
A single C6H8S molecule, computed with wB97M-V/def2-TZVPD.

Last column: Mulliken charge in e.
CARTESIAN COORDINATES (ANGSTROEM)
1 C 2.4745 0.4611 0.1194  -0.7703
2 C 1.1738 0.3182 -0.0492  0.3766
3 C 0.2027 1.4599 0.0888  -0.6232
4 C -1.1368 0.7427 -0.3455  0.0474
5 C -2.4632 0.2585 -0.0436  -0.7339
6 C -1.1958 -0.5582 0.4080  -0.2999
7 H 3.0374 1.4698 -0.1819  0.1976
8 H 3.2819 -0.2884 0.0178  0.3018
9 H 0.1514 1.9991 1.0531  0.2780
10 H 0.5070 2.1362 -0.6528  0.3407
11 H -0.9530 0.2836 -1.2523  0.3105
12 H -3.0967 0.6318 0.6912  0.2744
13 H -3.1750 -0.1628 -0.7818  0.1865
14 H -1.2380 -0.4354 1.4809  0.2570
15 S 0.4471 -1.3579 -0.0901  -0.1431

Atoms 1-3, force components in eV/Å:
3.398 2.084 -2.420
0.329 -1.232 1.781
-2.418 -0.537 -0.283

Frontier orbital gap   9.339 eV
E_LUMO   0.931 eV
SMILES string   C=C1C[C@@H]2C[C@H]2S1
F_max   4.66 eV/A
Energy above the lowest of the compared OMol25 structures with the same formula, charge and spin   97.0 kcal per mole



> F_max of number 5 (C6H8OPPd)?

5.45 eV/A



Repeat the second record exactly.
A single C6H8O4 molecule, computed with wB97M-V/def2-TZVPD.

Last column: Mulliken charge in e.
CARTESIAN COORDINATES (ANGSTROEM)
1 C -1.6639 -0.4836 -0.3126  -0.5201
2 C -0.9444 -0.7670 0.7605  0.1525
3 C 0.5763 -2.0218 2.0452  -0.0803
4 C -1.3271 0.7037 -1.1661  -0.4815
5 C -0.2841 1.6418 -0.6279  -0.8112
6 C 1.1371 1.0285 -0.6568  0.6591
7 O 1.1791 -2.5603 0.9458  -0.4558
8 O 1.9514 1.9446 -0.1142  -0.4680
9 O 1.5964 -0.0950 -0.8527  -0.6497
10 O -0.5504 -1.3068 1.7830  -0.3070
11 H -2.5325 -1.0428 -0.7024  0.3556
12 H 0.4693 -2.6911 2.8160  0.3528
13 H -0.8410 0.2657 -1.9697  0.2634
14 H -2.1889 1.2345 -1.4466  0.4531
15 H -0.1885 2.4263 -1.2912  0.4408
16 H -0.2647 2.0802 0.3633  0.3848
17 H 2.7529 1.5573 0.2224  0.3380
18 H 1.1231 -1.9145 0.2042  0.3736

Atoms 1-3, force components in eV/Å:
-0.066 -0.478 1.435
-1.045 2.296 -4.067
0.724 1.045 -2.730

Frontier orbital gap (alpha / beta)   7.487 / 8.089 eV
E_LUMO (alpha / beta)   0.476 / 0.518 eV
F_max   4.79 eV/A
Energy above the lowest of the compared OMol25 structures with the same formula, charge and spin   132.4 kcal per mole



> What is the F_max in the second record?

4.79 eV/A